# 1
The following is a quantum chemistry calculation of a molecular structure, C26H32KN3O5S2, from the Open Molecules 2025 dataset.

Output
* Kohn-Sham gap: 4.880 eV
* total charge: -2
* LUMO energy: 4.24 eV
* relative energy (zero: lowest compared OMol25 entry of this formula, charge and spin): 2.2074 eV
* E_HOMO: -0.645 eV
* 2S+1: 1

Structure (XYZ):
```
69
C26H32KN3O5S2, DFT the ωB97M-V functional and the def2-TZVPD basis
H -0.870 -0.559 -5.270
N 2.773 1.406 0.197
C 0.537 0.305 -2.222
S -1.658 -7.477 0.922
O 0.158 4.012 0.247
N -0.684 0.882 -0.103
H 3.536 1.893 -0.240
C -1.240 3.480 4.706
O 0.844 -7.015 0.218
H 1.291 -1.764 5.002
C 1.066 -8.385 0.497
C -0.961 2.351 -3.693
C 0.114 -0.057 4.420
H 3.269 -1.898 -0.066
C 0.355 -1.276 5.278
H 0.399 -1.015 6.337
N 1.372 -0.299 0.520
C -0.838 2.375 -2.166
H 0.845 -1.012 2.657
H -0.555 3.351 0.188
C -1.975 1.104 0.566
O 2.369 4.148 -0.157
C 0.546 0.929 0.714
H -0.648 1.155 6.019
C -2.052 0.113 -3.580
H 1.173 2.300 -4.010
H -2.302 1.533 -5.196
H -1.058 3.380 -4.057
H 0.043 2.953 -1.888
C 0.425 0.286 -3.752
H -3.093 2.005 -3.684
H 1.424 0.870 -1.933
C -2.194 1.543 -4.104
O -2.534 2.192 0.335
C -0.798 -0.529 -4.176
H 0.661 -0.716 -1.856
K -0.900 -1.870 0.694
H 4.155 -0.682 -1.012
H -2.255 3.619 4.329
H 0.841 -8.623 1.538
H 4.445 -0.829 0.726
C 1.503 2.048 0.359
O -2.379 0.166 1.289
H -2.838 0.558 -1.614
C 1.409 3.401 0.145
C -0.406 -6.499 0.387
H 0.236 1.695 -5.386
C 2.576 0.078 0.229
H -0.704 -1.561 -3.823
C -0.334 2.143 2.799
C 0.294 1.712 -4.290
C -0.708 0.949 -1.583
C -0.644 2.214 4.147
H 0.451 -9.026 -0.136
C -1.932 0.136 -2.054
H -0.485 3.026 2.193
H -0.658 4.352 4.402
S -0.476 -4.853 -0.003
H 2.124 -8.550 0.290
C 3.680 -0.891 -0.050
H -1.841 -0.897 -1.694
C 0.403 -0.107 3.059
H -2.935 -0.473 -3.859
C 0.164 0.980 2.222
H 1.330 -0.179 -4.158
H -1.280 3.450 5.797
C -0.417 1.105 4.959
H -1.710 2.852 -1.718
H -0.448 -2.006 5.146
```

=====

# 2
The following is a quantum chemistry calculation of a molecular structure, C26H32N6O5STb, from the Open Molecules 2025 dataset.

Output
* Kohn-Sham gap (spin up / spin down): 5.863 / 5.871 eV
* total charge: -1
* LUMO energy (spin up / spin down): 1.96 / 1.96 eV
* relative energy (zero: lowest compared OMol25 entry of this formula, charge and spin): 0.0602 eV
* E_HOMO (spin up / spin down): -3.904 / -3.909 eV
* 2S+1: 7

Structure (XYZ):
```
71
C26H32N6O5STb, DFT the ωB97M-V functional and the def2-TZVPD basis
C 3.646 1.200 -0.307
O -1.460 -1.972 0.426
C -0.375 2.607 -2.593
H 2.573 3.041 -1.883
O 0.138 -0.717 2.409
H 4.707 3.423 0.665
N -0.466 2.223 -1.519
H 2.347 1.455 -2.647
N -4.659 0.401 -0.769
Tb -0.099 0.241 0.232
H -0.343 2.026 -4.585
C -0.097 -1.753 3.071
C 1.548 2.100 0.782
O -0.425 -5.240 6.595
H 3.619 5.247 1.942
H 5.706 0.316 -1.663
C 3.046 4.384 1.623
H -0.995 3.664 -4.288
C 4.885 0.683 -2.280
H 4.507 0.813 0.250
H 5.303 1.079 -3.208
C 0.975 3.169 1.500
H -4.261 0.929 1.632
H -3.198 -0.471 1.661
N -2.201 -0.456 -4.312
N -1.535 -1.878 -2.563
C 0.476 -1.927 4.387
C -3.295 0.544 1.255
H 0.939 -2.652 -0.358
C 3.653 3.359 0.917
C -1.185 -0.928 -3.515
H 0.635 -3.128 6.137
H 1.193 5.080 2.462
H 4.241 -0.177 -2.530
H -2.227 2.398 1.274
H -4.762 0.335 -1.767
H -4.162 -0.540 -4.811
S 0.394 -0.484 -3.595
C 2.918 2.245 0.506
H -0.082 3.129 1.747
C 3.091 2.234 -2.402
H -5.455 0.583 -0.187
H -1.864 1.345 2.648
C 0.202 -3.014 5.152
H 2.025 -1.666 -1.329
C 1.471 -1.686 -0.384
H 2.973 0.350 -0.490
H -2.910 -3.031 -1.554
C -0.945 -2.828 2.603
C -1.204 -3.935 3.414
O -1.701 -6.036 5.049
C 1.689 4.286 1.913
H 0.756 3.367 -4.176
H 2.214 -1.735 0.427
H -1.842 -4.733 3.055
H -2.127 -3.753 1.075
C -1.539 -2.838 1.294
C -2.040 1.354 1.566
H 1.132 -1.142 4.735
C -0.231 2.943 -4.002
C -2.775 -2.337 -2.371
N -0.948 -5.179 5.490
N 4.167 1.725 -1.575
H -4.783 -2.292 -3.109
C -3.774 -1.922 -3.199
H 3.502 2.619 -3.340
C -3.399 -0.945 -4.150
C -0.655 -4.027 4.666
H -0.802 -2.099 -1.890
C -3.414 0.381 -0.234
O -2.440 0.242 -0.975
```

=====

# 3
The following is a quantum chemistry calculation of a single C26H32N6OS molecule, from the Open Molecules 2025 dataset.

Output
* Kohn-Sham gap: 8.291 eV
* LUMO energy: 0.29 eV
* relative energy (zero: lowest compared OMol25 entry of this formula, charge and spin): 0.0000 eV
* E_HOMO: -8.001 eV
* 2S+1: 1

Structure (XYZ):
```
66
C26H32N6OS, DFT the ωB97M-V functional and the def2-TZVPD basis
H -2.038 -2.713 -2.067
C 0.322 3.165 0.752
C -1.147 -0.796 -1.717
C -1.063 2.656 0.337
H 1.329 6.285 -0.739
H -0.335 0.624 0.517
H 3.110 5.224 -1.702
H -7.479 0.557 0.635
H -1.833 3.262 0.816
H -1.187 2.767 -0.743
H 2.146 -0.754 3.037
H 1.965 -0.058 -2.815
C 2.891 -0.079 1.177
H 3.358 4.436 -0.129
N 1.351 2.754 -0.186
H 0.579 2.764 1.734
C -4.398 -0.096 -0.517
C -6.404 0.586 0.542
C -1.162 -2.102 -2.211
C 0.849 -4.384 0.121
C 2.160 1.722 0.134
H 2.956 -2.642 -0.176
H 0.376 -5.365 0.043
H 3.910 -3.231 1.210
H 0.870 -3.937 -0.876
C -3.668 0.726 0.374
H -0.950 -3.312 0.670
H 0.053 1.006 -1.663
C -5.786 -0.163 -0.434
C 0.054 -3.485 1.061
C 2.275 -4.520 0.641
N 2.105 -2.370 1.752
H -0.031 -3.964 2.038
H 2.880 -5.111 -0.049
C -0.007 -0.028 -1.958
H 3.735 -1.427 2.602
H -6.202 1.954 2.177
C -5.673 1.387 1.425
C 0.770 -2.149 1.231
H 0.328 4.256 0.805
H 4.716 -0.634 0.093
H 0.797 -1.628 0.256
C -4.298 1.472 1.359
C 3.869 0.001 0.243
H -0.022 -3.581 -3.279
H 2.198 3.078 -2.045
N 1.936 0.894 1.098
N -2.348 0.573 0.028
C 2.602 4.810 -0.822
O 1.909 5.818 -0.126
C -2.333 -0.312 -1.025
N -3.529 -0.726 -1.358
H 0.226 -1.518 1.939
N 1.051 -1.860 -3.067
H -3.743 2.091 2.048
H 0.762 4.055 -1.677
C 1.691 3.649 -1.263
C -0.046 -2.577 -2.876
H -1.441 1.113 1.800
H -6.344 -0.787 -1.114
C 1.057 -0.616 -2.624
C 2.897 -3.137 0.810
S 3.621 1.367 -0.798
C 2.748 -1.155 2.217
H 2.264 -5.021 1.611
C -1.248 1.182 0.725
```

=====

# 4
The following is a quantum chemistry calculation of a molecular structure, C26H33BF4IrN4OS in a non-equilibrium geometry, from the Open Molecules 2025 dataset.

Output
* Kohn-Sham gap (spin up / spin down): 7.339 / 4.666 eV
* total charge: +2
* LUMO energy (spin up / spin down): -6.72 / -9.40 eV
* relative energy (zero: lowest compared OMol25 entry of this formula, charge and spin): 3.4181 eV
* E_HOMO (spin up / spin down): -14.062 / -14.061 eV
* 2S+1: 2

Structure (XYZ):
```
71
C26H33BF4IrN4OS, DFT the ωB97M-V functional and the def2-TZVPD basis
C -0.810 -5.151 3.182
H 3.581 -1.507 1.449
B -3.130 -1.875 -0.270
H -0.102 1.559 3.761
H -4.332 3.405 -0.802
H 2.123 -2.368 0.978
C 0.186 -3.988 0.852
H 0.028 2.288 -0.238
C 2.877 0.912 0.634
C 0.452 -5.327 1.142
F -4.064 -1.109 -0.858
C -0.596 -3.252 1.724
C 0.156 2.259 1.772
C -0.039 -5.902 2.300
H 2.493 -0.714 -0.569
H -0.162 2.364 -2.264
N 0.452 -2.105 -0.907
C 1.833 -1.169 2.695
C -5.960 1.053 2.211
S 0.177 -0.437 2.489
F -1.764 -0.845 -0.484
Ir 0.093 -0.240 0.000
H 0.045 -2.968 -2.758
C -1.097 -3.829 2.886
C 0.800 -3.458 -0.415
H -0.912 -2.251 1.465
H -5.773 1.962 0.294
C -5.244 1.495 1.111
H -0.926 2.323 1.705
H -3.417 -0.227 4.051
C -3.215 0.699 2.131
O -1.858 1.650 -0.175
H 2.373 3.007 0.492
C -0.052 -0.816 -2.796
H 1.559 1.399 3.225
C 2.044 2.047 0.092
H -4.483 1.884 -1.679
H 0.545 3.262 1.968
H -1.199 -5.605 4.083
H 3.009 0.988 1.710
H 0.167 -6.943 2.509
C -5.302 0.442 3.269
H -1.745 -3.252 3.533
C -0.563 1.000 -3.965
H -0.845 1.687 -4.746
H 2.116 2.087 -0.994
F -2.691 -2.958 -0.947
C 2.496 -1.426 1.351
H 2.398 -0.521 3.361
N 2.176 -0.372 0.338
H -3.043 2.892 -1.919
F -3.196 -1.983 1.075
H -0.691 -1.007 -4.904
C -3.082 1.812 -0.083
H 0.568 -4.153 -1.223
H 3.871 0.899 0.188
C -0.208 1.362 -2.662
H 1.891 -3.501 -0.325
H -5.867 0.093 4.124
C -3.772 2.553 -1.189
C 0.135 -2.050 -2.190
H 1.690 -2.122 3.203
N 0.158 0.277 -1.959
N 0.621 1.800 0.435
C 0.524 1.321 2.902
C -0.476 -0.383 -4.052
H -7.032 1.184 2.242
H -2.149 0.527 2.072
C -3.857 1.324 1.061
H 1.049 -5.923 0.461
C -3.925 0.264 3.231
```

=====

# 5
The following is a quantum chemistry calculation of 8 unconnected molecules or ions with the total composition C26H33Br6F3N2O4 in a non-equilibrium geometry, from the Open Molecules 2025 dataset.

Output
* Kohn-Sham gap (spin up / spin down): 2.689 / 6.147 eV
* total charge: -1
* LUMO energy (spin up / spin down): 1.76 / 1.76 eV
* E_HOMO (spin up / spin down): -0.931 / -4.389 eV
* 2S+1: 2

Structure (XYZ):
```
74
C26H33Br6F3N2O4, DFT the ωB97M-V functional and the def2-TZVPD basis
H 0.352 29.977 11.291
C -1.279 34.751 10.440
C -6.370 31.358 5.170
H -0.603 28.424 11.026
H -2.500 30.356 3.991
H -3.255 37.653 14.057
H -0.519 31.630 9.434
H 0.892 28.229 5.845
H -5.172 31.758 9.738
C -0.952 33.378 10.501
C -3.601 36.936 13.328
H -4.011 35.408 14.744
C -3.958 35.627 13.688
C -4.548 35.159 11.373
H -3.027 39.491 5.571
F -1.926 36.606 9.212
H -1.612 28.171 2.993
N 1.278 28.193 11.613
Br -2.583 37.065 5.865
C -3.127 39.299 7.597
H -0.299 29.160 12.695
C -4.266 31.301 10.137
F -4.831 33.522 12.992
Br -3.915 41.130 7.681
Br -0.315 31.155 5.184
C -4.395 32.548 5.990
H -5.169 31.390 12.137
C 0.054 29.002 11.676
C -0.981 29.001 3.311
H -0.062 28.685 3.804
H -0.892 32.879 11.457
C -1.029 33.188 8.080
H -1.957 29.268 5.320
C -5.207 32.915 3.705
C -3.472 38.752 6.237
C -1.506 35.343 9.189
F -7.162 31.832 2.996
C -3.711 37.362 11.959
H -1.540 34.959 7.000
H -4.556 38.702 6.138
H -5.582 31.246 7.211
C -1.656 29.827 4.434
N 0.613 28.983 7.757
H -4.371 36.846 10.005
H -3.463 32.011 9.942
Br -3.981 29.695 8.973
H -4.745 29.772 11.539
C -0.830 32.660 9.335
H -3.531 38.689 8.406
O 1.451 27.272 12.399
Br -0.583 30.308 1.778
H -4.899 34.460 10.628
H -5.178 33.468 2.778
C -5.489 31.647 6.212
O 2.143 28.503 10.766
C -1.366 34.536 7.978
O 1.418 29.945 7.935
H -7.243 30.750 5.358
C -6.219 32.023 3.984
H 2.089 27.675 7.031
C -4.239 36.426 10.991
Br -2.688 30.896 12.540
H -2.048 39.301 7.747
C 1.034 27.900 6.874
H -0.895 32.525 7.239
H -3.356 33.709 4.490
C -4.431 30.814 11.578
H -3.688 32.632 6.802
H -1.402 35.372 11.315
C -4.440 34.811 12.694
C -4.224 33.109 4.719
H 0.482 26.987 7.098
H -3.541 38.399 11.712
O -0.529 28.961 8.195
```

=====

# 6
The following is a quantum chemistry calculation of a molecular structure, C26H33BrGe2IIrN3O4, from the Open Molecules 2025 dataset.

Output
* Kohn-Sham gap (spin up / spin down): 6.364 / 5.458 eV
* total charge: +2
* LUMO energy (spin up / spin down): -7.44 / -8.34 eV
* relative energy (zero: lowest compared OMol25 entry of this formula, charge and spin): 0.0000 eV
* E_HOMO (spin up / spin down): -13.802 / -13.794 eV
* 2S+1: 2

Structure (XYZ):
```
71
C26H33BrGe2IIrN3O4, DFT the ωB97M-V functional and the def2-TZVPD basis
C -2.477 -3.013 1.318
C -0.040 -2.376 3.652
H -5.889 -1.832 2.655
C 3.353 2.599 -3.042
C 3.064 1.042 2.844
I 0.104 2.550 1.693
C 4.844 -0.468 3.349
H -4.446 2.529 -0.853
Ir 1.421 0.971 0.259
H -1.529 -3.370 0.919
C 2.323 2.032 -2.289
H 5.244 -1.890 1.770
C -3.474 0.362 -3.887
C 1.467 -3.390 0.452
O 4.504 3.802 -4.663
C -3.909 3.301 -1.407
C 3.655 -0.554 1.289
H 4.162 1.096 4.668
H 2.164 -3.870 -0.235
C 3.429 3.432 -4.297
H 0.743 -3.035 3.275
Ge -0.146 -0.940 1.009
C -2.462 0.013 -0.601
H 3.470 -1.002 0.319
H -1.356 -0.089 -3.753
H 4.739 1.148 -0.567
C 4.039 0.602 3.714
H 2.429 1.872 3.111
H -4.161 1.200 -3.775
C -4.934 -2.167 2.274
H 0.202 -2.349 -1.002
C -4.539 -3.487 2.450
H -4.409 -0.238 1.498
C -2.018 0.770 -3.619
C -1.987 -0.749 0.391
C -2.386 3.165 -1.262
H -0.995 -2.884 3.531
H -1.694 1.549 -4.306
H -3.571 0.000 -4.910
C -3.308 -3.912 1.970
H -1.869 3.909 -1.867
N 2.815 1.379 -1.228
O 0.276 2.680 -3.283
H 0.845 -0.437 3.266
C 0.890 -2.122 -0.185
N 4.142 1.550 -1.274
H -4.236 4.264 -1.018
H -5.191 -4.183 2.960
C -4.106 -1.272 1.614
H 1.706 -1.546 -0.653
O 2.307 3.674 -4.957
C -2.870 -1.690 1.122
H -3.806 -0.441 -3.229
O 0.195 1.405 -1.453
H -0.905 -0.420 3.278
H 5.530 2.501 -2.576
C 0.847 2.092 -2.405
Br 6.156 -1.110 4.497
H -3.001 -4.941 2.095
H -4.222 3.249 -2.450
H 1.511 3.350 -4.500
H 2.004 -3.179 1.378
C 4.503 2.263 -2.347
N 2.858 0.478 1.641
H 0.685 -4.114 0.679
Ge -1.813 1.392 -1.793
H -2.087 3.306 -0.226
H 0.130 -2.246 4.721
H -3.522 -0.147 -0.822
C -0.036 -1.007 2.969
C 4.644 -1.055 2.102
```